No. 1
DFT (wB97M-V/def2-TZVPD) results for one molecule with the formula C3H3N3O2 at a distorted geometry.

Last column: Löwdin charge in e.
Element x y z (Å)
H1 1.088275 2.268208 1.349092  0.044
N1 1.278734 1.684931 2.168956  0.073
C1 0.585034 0.603329 2.269294  -0.226
N2 -0.199336 -0.044297 1.201080  -0.054
O1 -0.326824 0.277858 -0.078435  -0.001
C2 -0.007898 -0.749587 -0.943918  -0.475
O2 0.348284 -1.886645 -0.604172  0.120
C3 -0.488002 -0.226475 -2.091682  -0.017
N3 -1.441583 0.350720 -2.794007  0.221
H2 0.703732 0.036435 3.195334  0.113
H3 0.036817 -1.137424 1.482054  0.203

Force components x, y, z for each atom (eV/Å):
H 0.170 -0.621 -0.123
N -1.655 -0.950 0.811
C 1.690 2.626 -3.484
N 0.851 -4.690 7.226
O 1.526 0.204 -0.698
C 1.413 -3.696 5.070
O -0.633 3.315 -1.179
C -10.853 6.529 -11.125
N 9.343 -5.512 6.197
H -0.593 -0.417 -0.499
H -1.258 3.211 -2.195

As for the energy relative to the best compared isomer or geometry (same formula, charge and spin): 160.8 kcal per mole. For the molar mass, the calculation gives 113.08 g/mol. The energy is -430.66472 Eh. Its SMILES is [H]/N=C\NOC(=O)C#N. For the LUMO energy, the calculation gives -1.59 eV.

No. 2
DFT (wB97M-V/def2-TZVPD) results for one molecule with the formula C7H10.

Last column: Löwdin charge in e.
Element x y z (Å)
C1 1.826875 -0.842487 0.172171  -0.095
C2 1.440607 -0.332493 -1.191533  -0.085
C3 0.477842 -0.228262 -0.043797  -0.484
C4 -0.001823 1.050402 0.653653  -0.103
C5 -1.414978 0.488487 0.835249  -0.216
C6 -1.840733 -0.044348 -0.512161  -0.189
C7 -0.821529 -1.056851 -0.037059  0.032
H1 2.562241 -0.274099 0.740466  0.102
H2 1.869011 -1.919572 0.320550  0.104
H3 1.901026 0.584415 -1.555119  0.102
H4 1.231877 -1.065344 -1.968927  0.103
H5 0.521394 1.220023 1.600831  0.116
H6 0.030110 1.976961 0.064872  0.115
H7 -2.165077 0.872858 1.532563  0.137
H8 -1.566146 0.588213 -1.357970  0.118
H9 -2.870886 -0.401315 -0.568277  0.103
H10 -1.179811 -0.616589 1.314487  0.140

Force components x, y, z for each atom (eV/Å):
C 0.041 -0.053 0.154
C -0.047 0.033 -0.182
C -0.002 -0.008 0.014
C 0.020 -0.023 0.011
C -0.080 0.175 0.109
C -0.051 -0.023 -0.085
C 0.122 0.127 -0.187
H -0.174 -0.087 -0.125
H -0.057 0.195 -0.061
H -0.092 -0.163 0.108
H 0.013 0.126 0.174
H -0.090 -0.050 -0.159
H -0.042 -0.181 0.085
H 0.169 -0.136 -0.173
H 0.014 -0.086 0.156
H 0.233 0.037 0.018
H 0.024 0.116 0.143

As for the energy relative to the best compared isomer or geometry (same formula, charge and spin): 114.3 kcal per mole. For the molar mass, the calculation gives 94.16 g/mol. The energy is -272.53590 Eh. For the LUMO energy, the calculation gives 1.02 eV.